Entry from OMol25: 6 unconnected molecules or ions with the total composition C47H107FN8O11P in a non-equilibrium geometry (ωB97M-V with the def2-TZVPD basis set).

The value obtained for the HOMO energy is -4.41 eV. The spin multiplicity is 1. As for the total charge: -1. The calculation puts the HOMO-LUMO gap at 0.22764 Ha. Its max |F| is 4.4 eV/Å.

Last column: Mulliken charge in e.
CARTESIAN COORDINATES (ANGSTROEM)
C1 8.14 0.37 -5.16  -0.99
C2 8.03 1.47 -6.33  -0.60
C3 6.56 1.53 -7.03  0.15
C4 6.22 0.07 -7.65  -0.25
C5 5.00 0.09 -8.70  -1.26
P1 3.26 -0.16 -7.94  1.09
F1 3.81 0.18 -6.30  -0.50
C6 3.53 -2.02 -7.59  -1.12
C7 2.35 -2.67 -6.69  -0.65
C8 2.71 -2.55 -5.13  -0.64
C9 1.53 -1.98 -4.21  -0.36
N1 1.02 -0.64 -4.62  0.12
C10 -0.41 -0.46 -4.32  0.33
N2 -1.29 0.02 -5.19  -0.82
N3 -0.96 -0.76 -2.96  -0.45
C11 2.84 1.72 -8.19  -1.04
O1 1.82 2.06 -7.16  -0.23
C12 2.07 3.37 -6.69  0.25
C13 1.18 4.59 -7.09  -0.44
C14 1.56 5.98 -6.52  -0.39
C15 2.79 6.21 -5.60  -0.45
C16 3.66 5.00 -5.18  -0.59
C17 3.27 3.60 -5.72  0.25
H1 7.83 -0.68 -5.49  0.27
H2 9.25 0.29 -4.87  0.34
H3 7.57 0.63 -4.21  0.24
H4 8.24 2.49 -5.84  0.29
H5 8.78 1.23 -7.17  0.33
H6 5.83 1.78 -6.19  -0.31
H7 6.60 2.34 -7.82  0.31
H8 7.17 -0.21 -8.26  0.44
H9 6.14 -0.72 -6.83  -0.13
H10 5.11 1.05 -9.32  0.49
H11 5.17 -0.79 -9.44  0.42
H12 1.90 -0.32 -7.50  -0.21
H13 2.78 -0.41 -9.30  -0.06
H14 3.70 -2.59 -8.57  0.39
H15 4.49 -2.16 -6.97  0.26
H16 2.36 -3.80 -6.97  0.38
H17 1.31 -2.29 -6.96  0.42
H18 2.92 -3.63 -4.76  0.35
H19 3.66 -1.95 -4.92  0.27
H20 1.98 -1.84 -3.15  0.08
H21 0.71 -2.77 -4.09  0.21
H22 1.11 -0.48 -5.64  -0.09
H23 -0.80 0.23 -6.08  0.34
H24 -1.06 -1.78 -2.90  0.30
H25 -0.32 -0.39 -2.25  0.27
H26 3.81 2.31 -8.07  0.42
H27 2.38 1.92 -9.23  0.15
H28 0.26 4.47 -7.77  0.31
H29 0.90 6.86 -6.81  0.29
H30 3.11 7.24 -5.20  0.32
H31 4.58 5.07 -4.50  0.31
H32 3.89 2.69 -5.41  0.19
C18 -0.21 -1.56 0.47  -0.59
O2 -0.37 -0.16 0.30  -0.20
C19 -1.72 0.24 0.07  -1.20
C20 -2.27 1.00 1.28  0.29
N4 -2.46 0.11 2.42  -0.09
C21 -2.72 0.80 3.68  0.20
C22 -1.61 1.72 4.22  -0.24
O3 -0.43 1.02 4.63  -0.43
C23 0.48 0.73 3.58  0.12
H33 0.86 -1.79 0.46  0.33
H34 -0.62 -1.89 1.43  0.20
H35 -0.69 -2.12 -0.35  0.22
H36 -2.36 -0.61 -0.20  0.38
H37 -1.70 0.92 -0.79  0.51
H38 -3.23 1.46 1.01  0.48
H39 -1.56 1.80 1.51  -0.25
H40 -1.64 -0.47 2.53  -0.17
H41 -2.90 0.02 4.43  0.30
H42 -3.65 1.37 3.59  -0.30
H43 -2.00 2.19 5.13  0.42
H44 -1.36 2.54 3.54  -0.04
H45 0.47 1.49 2.80  0.03
H46 0.26 -0.25 3.16  -0.29
H47 1.48 0.68 4.01  0.42
C24 0.42 3.56 -0.92  -0.68
O4 1.35 4.59 -0.65  -0.39
C25 1.20 5.73 -1.49  -0.79
C26 0.66 6.92 -0.69  -0.14
N5 -0.73 6.71 -0.30  -0.32
C27 -1.22 7.67 0.69  -0.71
C28 -0.53 7.69 2.07  -0.52
O5 -0.76 6.51 2.84  -0.43
C29 0.11 5.43 2.54  -0.29
H48 0.71 2.67 -0.36  0.18
H49 -0.59 3.84 -0.60  0.27
H50 0.41 3.30 -1.99  0.43
H51 0.58 5.52 -2.37  0.39
H52 2.20 5.98 -1.85  0.39
H53 0.73 7.83 -1.31  0.41
H54 1.31 7.05 0.18  0.15
H55 -0.84 5.78 0.08  0.00
H56 -2.28 7.45 0.85  0.37
H57 -1.18 8.68 0.26  0.40
H58 -0.98 8.51 2.64  0.36
H59 0.53 7.92 2.00  0.35
H60 1.10 5.76 2.23  0.31
H61 -0.33 4.79 1.77  -0.02
H62 0.21 4.82 3.44  0.25
C30 -0.30 -5.49 -0.47  -0.91
O6 -0.24 -5.21 0.92  -0.10
C31 -1.09 -6.04 1.71  -1.08
C32 -0.26 -7.01 2.55  0.08
N6 0.39 -8.03 1.73  -0.29
C33 1.41 -8.81 2.43  -0.62
C34 2.63 -8.05 2.97  -0.42
O7 3.49 -7.53 1.96  -0.44
C35 3.08 -6.27 1.44  -0.39
H63 0.24 -4.71 -1.00  0.19
H64 0.19 -6.45 -0.70  0.39
H65 -1.33 -5.51 -0.83  0.38
H66 -1.83 -6.57 1.10  0.52
H67 -1.64 -5.38 2.38  0.40
H68 -0.91 -7.50 3.28  0.34
H69 0.48 -6.42 3.10  -0.10
H70 0.83 -7.58 0.93  0.10
H71 1.77 -9.56 1.72  0.37
H72 0.93 -9.35 3.25  0.37
H73 3.24 -8.78 3.52  0.36
H74 2.37 -7.28 3.70  0.25
H75 2.59 -5.65 2.19  0.14
H76 2.44 -6.41 0.57  0.16
H77 3.98 -5.75 1.10  0.34
C36 -9.59 3.80 1.02  -0.72
O8 -9.52 4.07 2.41  -0.33
C37 -10.37 3.23 3.19  -0.81
C38 -9.53 2.25 4.03  -0.17
N7 -8.89 1.25 3.18  -0.32
C39 -7.86 0.46 3.87  -0.87
C40 -6.64 1.21 4.42  -0.51
O9 -5.79 1.75 3.41  -0.35
C41 -6.20 3.01 2.90  -0.64
H78 -9.05 4.60 0.50  0.24
H79 -9.09 2.86 0.78  0.31
H80 -10.62 3.79 0.67  0.33
H81 -11.10 2.70 2.58  0.40
H82 -10.91 3.88 3.88  0.39
H83 -10.18 1.75 4.75  0.39
H84 -8.79 2.84 4.58  0.15
H85 -8.45 1.71 2.39  0.08
H86 -7.50 -0.28 3.16  0.38
H87 -8.33 -0.10 4.69  0.43
H88 -6.02 0.48 4.96  0.33
H89 -6.90 1.98 5.16  0.43
H90 -6.69 3.62 3.66  0.35
H91 -6.84 2.88 2.04  0.10
H92 -5.30 3.54 2.56  0.36
C42 1.83 -4.89 9.17  -0.68
O10 1.48 -3.53 9.01  -0.34
C43 2.37 -2.81 8.15  -0.85
C44 1.68 -2.44 6.84  -0.12
N8 1.43 -3.63 6.01  -0.26
C45 0.53 -3.39 4.89  0.09
C46 -0.91 -2.95 5.21  -0.48
O11 -1.69 -3.97 5.84  -0.49
C47 -1.52 -4.05 7.25  -0.63
H93 1.21 -5.31 9.96  0.23
H94 1.63 -5.46 8.25  0.27
H95 2.88 -5.01 9.45  0.34
H96 3.30 -3.36 7.97  0.42
H97 2.63 -1.89 8.68  0.39
H98 2.30 -1.74 6.29  0.36
H99 0.74 -1.94 7.10  0.18
H100 1.03 -4.36 6.59  0.08
H101 0.48 -4.32 4.32  -0.49
H102 0.99 -2.64 4.22  0.45
H103 -1.41 -2.76 4.25  0.30
H104 -0.96 -2.01 5.77  0.35
H105 -1.31 -3.08 7.70  0.29
H106 -0.73 -4.76 7.49  0.19
H107 -2.45 -4.44 7.68  0.33